{"formula": "C32H40BrF24IN5O8S2", "method": "wB97M-V/def2-TZVPD", "symbols": ["C", "C", "O", "N", "C", "C", "C", "C", "O", "N", "O", "O", "C", "C", "C", "C", "Br", "C", "S", "I", "N", "C", "C", "C", "C", "S", "C", "N", "N", "C", "O", "H", "H", "H", "H", "H", "H", "H", "H", "H", "H", "H", "H", "H", "H", "H", "H", "H", "H", "H", "H", "H", "H", "H", "H", "H", "H", "H", "H", "C", "C", "C", "F", "F", "F", "F", "O", "C", "C", "F", "F", "F", "F", "H", "H", "H", "H", "C", "C", "C", "F", "F", "F", "F", "O", "C", "C", "F", "F", "F", "F", "H", "H", "H", "H", "C", "C", "C", "F", "F", "F", "F", "O", "C", "C", "F", "F", "F", "F", "H", "H", "H", "H"], "coordinates": [[0.35194, -1.97944, 4.57516], [1.62878, -1.16903, 5.10225], [1.69261, -1.01824, 6.36871], [2.68172, -0.56074, 4.31975], [3.80936, 0.00350, 5.10678], [2.30026, 0.19534, 3.12788], [2.35444, -0.75891, 1.83280], [2.53929, -2.31886, 2.10655], [3.01694, -2.88395, 0.81775], [3.24670, -4.20870, 1.12267], [2.87336, -4.90813, 0.23912], [1.19909, -0.63146, 0.94017], [1.16544, 0.77119, 0.61358], [0.27316, 1.03467, -0.72477], [1.34296, 0.91605, -1.95540], [2.08667, 2.36099, -2.12050], [2.50349, 2.78968, -4.03158], [0.61551, 1.64480, 1.89537], [1.18170, 3.37126, 1.55417], [-1.57482, 1.36618, 1.73042], [1.05169, 1.05246, 3.23346], [1.30502, 2.04617, 4.35163], [0.06887, 2.99697, 4.87807], [-0.93250, 2.23088, 5.88130], [-2.50277, 2.40331, 5.56796], [-3.28974, 0.71310, 5.44647], [-4.82736, 0.88063, 4.46290], [-6.12455, 1.28784, 4.91368], [-6.98587, 1.23825, 3.85652], [-6.28451, 0.80654, 2.69014], [-4.93017, 0.58328, 3.06056], [-0.47442, -1.90699, 5.37695], [0.61952, -3.08348, 4.47290], [-0.08781, -1.57992, 3.59882], [4.20980, -0.70611, 5.90337], [3.61515, 1.02146, 5.58729], [4.68216, 0.16753, 4.36297], [3.14628, 0.97166, 2.96075], [3.26355, -0.45062, 1.18146], [1.54895, -2.88286, 2.30538], [3.35940, -2.58635, 2.86099], [2.19229, 1.23277, 0.36813], [-0.10354, 2.12327, -0.77948], [-0.54896, 0.25960, -0.86760], [0.84354, 0.71477, -2.95882], [2.19616, 0.17922, -1.70835], [3.08239, 2.40132, -1.53819], [1.45785, 3.22988, -1.73167], [0.00213, 4.13134, 1.44264], [0.20517, 0.50540, 3.52724], [1.58070, 1.48919, 5.33035], [2.23305, 2.70168, 4.13958], [-0.44024, 3.57687, 4.04312], [0.61902, 3.78358, 5.52583], [-0.69863, 2.56414, 6.94755], [-0.64360, 1.10759, 5.83599], [-2.95161, 2.86013, 6.53117], [-2.74925, 3.07048, 4.67909], [-6.63467, 0.65816, 1.62598], [0.02394, -4.89105, 0.09387], [-0.57654, -6.26588, -0.26532], [-1.35168, -6.33196, -1.58181], [-2.42899, -5.52176, -1.58560], [-1.82028, -7.58737, -1.78913], [-1.33686, -6.69895, 0.76913], [0.46607, -7.14160, -0.35512], [-0.71928, -4.08371, 1.02042], [-1.74299, -3.26717, 0.49056], [-3.12307, -3.64764, 1.01436], [-3.44151, -4.91880, 0.70012], [-4.07220, -2.86044, 0.46137], [-1.67686, -3.27062, -0.85292], [-1.42880, -1.99800, 0.87445], [0.95996, -5.10015, 0.61958], [0.32698, -4.32338, -0.78975], [-0.71358, -6.07050, -2.43055], [-3.17154, -3.54696, 2.10148], [4.63501, -1.57065, -5.91300], [4.03398, -0.14960, -5.92018], [3.67921, 0.41422, -7.29670], [4.75559, 0.53751, -8.09468], [3.15274, 1.66027, -7.17372], [4.86443, 0.68510, -5.25029], [2.88195, -0.20194, -5.18428], [6.06114, -1.66834, -5.81532], [6.79892, -1.58679, -7.01897], [7.73643, -0.37615, -7.05175], [7.05519, 0.78465, -6.93554], [8.40869, -0.31891, -8.22641], [5.95870, -1.62920, -8.06965], [7.53070, -2.72298, -7.08161], [4.27615, -2.04389, -4.99428], [4.23782, -2.19613, -6.71687], [2.93836, -0.21164, -7.80196], [8.46295, -0.42378, -6.23685], [-6.43478, 2.88120, -2.93569], [-5.02079, 2.34002, -3.23202], [-4.29327, 1.69533, -2.05213], [-4.07907, 2.56300, -1.04330], [-3.06708, 1.25130, -2.43668], [-4.27494, 3.32844, -3.78041], [-5.15495, 1.39004, -4.20345], [-6.54758, 4.28766, -2.68599], [-6.32541, 4.72864, -1.36192], [-5.12193, 5.66945, -1.25126], [-3.98029, 5.06885, -1.65629], [-4.92590, 6.05356, 0.03485], [-6.23912, 3.66631, -0.53717], [-7.44696, 5.39092, -0.99941], [-7.01263, 2.72979, -3.85194], [-6.95888, 2.28970, -2.18018], [-4.84996, 0.83777, -1.66424], [-5.26824, 6.56288, -1.86292]], "forces_ev_per_angstrom": [[0.036, 0.416, -0.010], [-0.574, 0.604, 4.383], [0.069, -0.703, -4.585], [-1.720, 0.319, 0.779], [1.842, 0.588, -0.087], [2.512, -0.692, -1.351], [0.255, -1.271, -1.251], [0.161, -0.127, -0.199], [-0.833, 1.100, 0.905], [-0.488, -1.597, -1.212], [1.414, 0.816, 0.940], [1.378, 2.014, 1.082], [-0.994, 1.137, -0.532], [1.844, -0.185, -0.851], [0.586, 1.451, 0.209], [0.129, -0.106, 0.880], [-0.254, -0.207, 1.265], [-0.895, -0.170, -2.575], [-0.823, 0.170, 0.143], [0.583, 0.380, 0.912], [-0.628, 0.125, 0.959], [0.059, 1.987, 2.846], [0.873, 0.190, 0.279], [0.325, -0.794, -0.680], [-0.036, 1.012, 1.393], [-1.155, 0.290, -1.407], [-4.179, 1.274, -0.592], [4.093, -1.589, -2.406], [2.655, -1.401, -3.649], [0.508, 1.159, 5.209], [-1.566, 0.688, 1.140], [1.596, 0.049, -1.165], [-0.262, 1.526, -0.042], [0.703, -0.724, 1.026], [-0.984, 0.849, -1.176], [-0.016, -1.463, -0.503], [-1.419, -0.304, 1.119], [-1.500, -1.225, 0.328], [-1.200, -0.423, 1.312], [1.506, 1.344, 0.019], [-1.455, 0.683, -0.816], [-1.103, -1.048, 0.474], [0.291, -1.926, 0.376], [1.074, 1.124, 0.513], [0.603, -0.088, 1.537], [-1.670, 0.746, -0.638], [-1.517, -0.120, -1.100], [0.706, -1.266, -0.691], [0.957, -1.208, 0.361], [0.904, 0.097, -0.164], [-0.477, 0.342, -1.969], [-1.695, -1.175, -0.247], [0.556, -0.961, 1.042], [-0.761, -1.192, -1.261], [-0.457, -0.462, -1.514], [-0.627, 1.621, 0.194], [0.517, -0.523, -1.850], [0.453, -1.042, 1.111], [0.608, 0.167, 1.709], [0.640, 0.134, 0.338], [-0.110, 0.095, 0.866], [-0.282, -0.641, -0.697], [0.103, 0.032, 0.121], [0.288, 0.039, 0.248], [-0.100, 0.098, -0.266], [-0.085, 0.279, -0.399], [-1.266, 0.138, -0.765], [2.170, -0.347, -0.338], [-0.774, -0.428, 0.467], [0.337, 0.205, 0.055], [0.201, 0.383, -0.121], [-0.462, 0.299, 0.260], [-0.583, -0.195, 0.207], [-0.744, -0.192, -0.039], [-0.272, -0.125, 0.020], [0.131, 0.063, 0.109], [0.185, 0.117, -0.006], [0.037, -0.721, 0.474], [0.761, -0.064, 0.548], [-0.463, 0.568, -0.482], [-0.035, -0.053, 0.184], [-0.057, -0.138, 0.318], [-0.084, -0.036, -0.306], [-0.114, -0.236, -0.441], [0.075, 0.861, -1.170], [-1.193, -1.184, 0.668], [0.574, 0.668, 0.018], [-0.109, -0.296, 0.103], [-0.216, -0.395, 0.095], [0.474, 0.156, -0.122], [0.258, 0.472, 0.037], [0.118, 0.258, -0.004], [0.093, 0.322, -0.108], [0.012, -0.122, 0.125], [-0.088, -0.222, 0.020], [-0.789, 0.114, -0.386], [-0.207, 0.849, -0.573], [0.498, -0.603, 0.061], [0.031, 0.026, 0.007], [-0.112, 0.017, -0.204], [0.080, -0.186, 0.332], [-0.013, -0.204, 0.502], [1.048, -0.155, 1.181], [-1.386, -0.930, -1.021], [0.547, 0.614, -0.054], [-0.251, -0.104, -0.037], [-0.344, -0.218, -0.044], [0.204, 0.347, 0.330], [0.534, 0.243, 0.008], [0.272, 0.118, 0.006], [0.308, 0.076, 0.072], [-0.125, 0.028, -0.107], [-0.217, -0.100, -0.009]], "lowdin_charge": [0.01, -0.36, 0.02, -0.10, -0.05, -0.18, -0.17, -0.08, -0.11, -0.03, 0.06, -0.09, -0.41, -0.21, -0.22, -0.59, 0.65, -0.91, 0.79, 1.11, -0.09, -0.15, -0.16, -0.24, -0.46, 0.86, -0.53, 0.01, 0.00, -0.06, -0.12, 0.11, 0.11, 0.07, 0.12, 0.10, 0.12, 0.18, 0.18, 0.13, 0.15, 0.13, 0.09, 0.10, 0.10, 0.12, 0.07, 0.05, -0.06, 0.10, 0.13, 0.13, 0.08, 0.13, 0.13, 0.09, 0.09, 0.09, 0.14, -0.05, -0.43, -0.30, 0.09, 0.10, 0.13, 0.11, 0.02, -0.50, -0.28, 0.11, 0.10, 0.14, 0.08, 0.10, 0.15, 0.18, 0.18, -0.05, -0.45, -0.30, 0.10, 0.07, 0.10, 0.05, 0.03, -0.50, -0.28, 0.10, 0.10, 0.14, 0.15, 0.15, 0.15, 0.18, 0.18, -0.04, -0.43, -0.30, 0.07, 0.08, 0.13, 0.11, 0.04, -0.50, -0.27, 0.09, 0.09, 0.13, 0.15, 0.15, 0.14, 0.17, 0.18], "homo_ev": -11.937, "lumo_energy_ev": -3.936, "charge": 1, "homo_lumo_gap_ev": 8.0}